No. 1
The following is a quantum chemistry calculation of a 3-piece molecular cluster, C24H52N3O7P2S2 overall in a non-equilibrium geometry, from the OMol25 dataset.

LUMO level (eV): 2.0
HOMO-LUMO gap (eV): 6.0
Spin multiplicity: 1
Net charge: -1

```
90
Properties=species:S:1:pos:R:3:forces:R:3
C 0.610292 3.425126 3.966526 -0.9 0.0 -0.2
C 1.085279 3.624480 2.410526 -0.1 3.3 -1.8
N 0.812180 4.886316 1.865306 1.1 -5.1 2.2
C 1.834754 2.446769 1.484272 1.5 2.7 0.7
P 0.643451 0.985135 1.053178 0.4 2.5 -1.1
C 1.531372 -0.249513 2.204339 1.1 -2.5 2.7
C 1.739111 0.247321 3.752333 5.2 0.4 0.3
O 2.989554 0.478323 4.240711 -7.5 -1.3 -2.5
C -0.411179 2.160081 -0.054631 -1.7 2.1 -1.4
C -1.722650 2.798179 0.692064 -0.4 1.1 -0.8
C -3.126543 1.984828 0.456218 -0.9 1.0 0.7
C -3.881872 1.696668 1.915072 -0.9 -0.9 -0.6
C -5.312550 2.480001 2.080060 -0.2 -1.1 1.6
N -5.154514 3.929114 2.576078 0.0 -1.0 0.7
C 1.612379 0.473611 -0.500758 1.7 -1.2 -2.0
C 3.221353 0.707090 -0.489406 0.7 -0.5 -1.5
C 3.932405 -0.444220 -1.457126 0.8 -0.3 0.1
C 5.379991 -0.945575 -0.830080 0.8 1.1 0.3
O 5.408477 -2.420626 -0.569243 1.5 4.7 8.1
C 6.053827 -2.694590 0.741431 6.3 -0.1 0.0
C 5.253343 -2.938554 2.157162 -0.8 -0.3 0.2
O 7.411258 -2.797137 0.789574 -8.6 0.8 -0.5
P -0.791651 -0.639742 0.552709 -1.1 -1.1 1.7
N -1.757958 -0.760014 1.853273 0.4 -1.9 -0.2
H 0.048998 4.402326 4.343187 1.4 -1.9 -1.0
H 1.473192 3.159807 4.716526 -1.5 0.5 -1.7
H -0.205615 2.556639 4.038064 1.9 1.7 -0.3
H 1.140553 4.937715 0.877493 -0.1 -0.5 0.8
H 2.854032 2.082331 1.975074 -2.2 0.9 -0.6
H 2.173516 3.057039 0.514236 -0.8 -1.4 2.0
H -0.151473 1.394237 2.185521 -0.4 -0.6 -0.1
H 0.822476 -1.209151 2.271611 1.5 2.0 0.2
H 2.561788 -0.652552 1.830787 -1.7 0.9 0.7
H 0.772896 0.403779 4.421245 2.0 -0.3 -1.2
H -0.818813 1.629337 -1.041738 0.8 1.1 2.0
H 0.223384 3.087027 -0.458783 -1.2 -2.0 0.8
H -1.883116 3.878090 0.208368 0.3 -2.2 1.1
H -1.577108 3.005976 1.849194 -0.1 -0.7 -2.4
H -3.042062 1.020487 -0.200979 0.0 1.7 1.5
H -3.875437 2.708545 -0.127315 1.6 -1.5 1.1
H -3.221740 1.973007 2.841200 -1.0 -0.5 -1.9
H -4.089897 0.524788 1.997398 0.5 2.6 -0.2
H -6.013695 2.409529 1.143460 1.6 0.3 1.6
H -5.894532 1.926321 2.962562 1.1 0.8 -2.0
H -5.843924 4.057904 3.361324 1.0 -0.1 -1.2
H -4.216375 4.013809 3.035839 -1.1 -0.2 -0.7
H 1.434814 -0.698424 -0.643450 0.6 2.3 0.2
H 1.200084 0.958476 -1.509042 0.8 -0.9 2.3
H 3.749745 0.648156 0.551181 -1.3 0.1 -1.8
H 3.513138 1.748990 -0.993938 -0.7 -2.1 1.4
H 3.274616 -1.406711 -1.588450 1.2 1.9 0.4
H 4.111479 -0.009996 -2.545646 -0.3 -0.9 2.3
H 5.637817 -0.429770 0.202510 -0.8 -0.6 -2.2
H 6.289357 -0.701551 -1.548458 -1.9 -0.6 1.3
H 4.084551 -2.891619 2.034397 2.4 0.0 0.0
H 5.508974 -3.997935 2.640265 -0.3 2.3 -1.4
H 5.541287 -2.143397 2.985653 -0.4 -1.5 -2.1
H -1.479781 -0.416598 -0.692524 0.4 -0.4 0.1
H -0.069938 -1.900252 0.407145 -0.4 0.7 -0.6
H -1.588845 -1.741317 2.210827 -0.7 1.4 -0.3
C 7.302195 -5.238142 -4.574428 0.2 -0.1 -0.1
C 5.967256 -5.979017 -4.514079 -0.1 -0.1 -0.3
C 5.549201 -6.052060 -3.046439 -0.2 -0.8 -0.2
S 6.279747 -4.630925 -2.247479 -0.6 0.5 0.1
O 7.262837 -5.094851 -1.291216 -0.5 0.1 -0.2
O 5.233204 -3.693790 -1.891140 0.3 -4.9 -4.4
C 7.136061 -4.015677 -3.684076 0.4 0.2 -0.4
H 7.564616 -4.956823 -5.598451 0.0 0.0 0.1
H 8.099982 -5.881402 -4.184310 -0.1 0.1 0.0
H 5.214615 -5.421492 -5.084723 0.1 -0.1 0.1
H 6.038831 -6.978454 -4.954418 0.0 0.1 0.0
H 4.462648 -6.012649 -2.935231 0.2 0.1 0.2
H 5.940885 -6.951248 -2.562997 0.0 0.2 0.0
H 8.086016 -3.566688 -3.389157 -0.2 0.0 0.2
H 6.496278 -3.266230 -4.159525 0.0 -0.1 0.1
C -10.380143 1.367554 -1.538763 -0.3 0.1 0.1
C -9.514774 2.554495 -1.959367 -0.1 0.2 -0.3
C -8.212543 2.477244 -1.164196 0.0 0.7 -0.1
S -7.951387 0.747870 -0.799885 0.7 -0.4 0.0
O -8.048923 0.558990 0.632227 0.1 -0.1 -0.5
O -6.824210 0.262982 -1.571123 -0.5 0.1 0.6
C -9.456287 0.158797 -1.550807 -0.5 -0.2 -0.2
H -11.232682 1.228481 -2.209928 0.1 0.0 0.1
H -10.768581 1.533436 -0.526815 0.0 -0.1 -0.1
H -9.296711 2.484885 -3.031999 0.0 0.0 0.1
H -10.025118 3.507703 -1.789538 0.1 -0.1 0.0
H -7.366004 2.858889 -1.740595 0.0 -0.2 0.3
H -8.290344 3.015452 -0.215539 0.1 -0.2 -0.1
H -9.849371 -0.688020 -0.985678 0.2 0.1 0.0
H -9.221755 -0.147420 -2.574659 0.1 0.0 0.2
```
Positions in Å, forces in eV/Å.

Löwdin population analysis, charges in e, atoms 1 to 6:
1 C -0.110
2 C -0.325
3 N 0.034
4 C -0.265
5 P 0.348
6 C -0.318

---

No. 2
The following is a quantum chemistry calculation of C24H53GeN3O11PTeTi as an isolated structure, from the OMol25 dataset.

LUMO level (alpha / beta) (eV): 0.1 / 0.1
⟨S²⟩: 0.753
HOMO-LUMO gap (alpha / beta) (eV): 6.7 / 6.8
Spin multiplicity: 2

```
95
Properties=species:S:1:pos:R:3:forces:R:3
Ti -0.291988 0.233953 -0.414006 0.0 -0.3 -0.2
C -0.563254 -5.207187 -0.737710 0.0 0.0 0.0
N -0.787825 -4.079313 -1.623690 0.0 0.0 0.0
C -1.622794 -4.304721 -2.794180 0.0 0.0 0.0
C -0.238458 -2.882121 -1.402572 0.0 0.0 0.0
O -0.463461 -1.874565 -2.067431 -0.1 0.1 -0.1
C 0.786617 -2.750833 -0.282985 0.0 0.0 0.0
O 1.444744 -1.499395 -0.417275 -0.2 0.0 0.0
C 2.286076 -1.411088 -1.549753 0.0 0.0 0.0
C 1.732436 -0.371657 -2.505220 0.0 0.0 0.1
O 0.922818 0.458925 -2.068637 -0.1 0.1 0.2
N 2.148934 -0.317123 -3.762634 0.1 0.1 0.0
C 1.617431 0.727672 -4.634055 0.0 0.0 0.0
C 3.264585 -1.081193 -4.286593 0.0 0.0 0.0
H -1.435809 -5.855855 -0.784200 0.0 0.0 0.0
H -0.459463 -4.880357 0.295366 0.0 0.0 0.0
H 0.316991 -5.790190 -1.024805 0.0 0.0 0.0
H -1.155337 -5.057937 -3.434552 0.0 0.0 0.0
H -1.733010 -3.368206 -3.330907 0.0 0.0 0.0
H -2.611058 -4.640354 -2.484512 0.0 0.0 0.0
H 1.517952 -3.564136 -0.297910 0.0 0.0 0.0
H 0.290690 -2.737395 0.682919 0.0 0.0 0.0
H 2.397661 -2.384593 -2.028034 0.0 0.0 0.0
H 3.261332 -1.062854 -1.200945 0.0 0.0 0.0
H 0.613349 0.987526 -4.311891 0.0 0.0 0.0
H 1.593160 0.343839 -5.652749 0.0 0.0 0.0
H 2.257877 1.612696 -4.600170 0.0 0.0 0.0
H 4.114840 -0.421245 -4.474738 0.0 0.0 0.0
H 2.974746 -1.550988 -5.226566 0.0 0.0 0.0
H 3.582264 -1.855751 -3.596063 0.0 0.0 0.0
C 4.093563 1.772999 -1.794378 0.0 0.0 0.0
C 3.861672 2.005551 -0.301511 0.0 0.0 0.0
C 4.985959 1.366902 0.511953 0.0 0.0 0.0
C 3.834016 3.515689 -0.053018 0.0 0.0 0.0
O 2.634859 1.372894 0.040760 0.0 0.0 0.0
Ge 1.570353 1.911167 1.451880 0.0 0.0 0.0
O 0.804146 0.168973 1.606737 0.1 0.1 0.0
C 0.437561 -0.182297 2.957587 0.0 0.0 0.0
C 0.140395 -1.675412 3.012748 0.0 0.0 0.0
C 1.614373 0.076561 3.904816 0.0 0.0 0.0
C -0.771572 0.647395 3.384522 0.0 0.0 0.0
O -0.060534 2.089422 0.312909 0.0 0.1 -0.2
C -0.585522 3.369376 -0.140388 0.0 0.0 0.0
C 0.047914 4.492944 0.676417 0.0 0.0 0.0
C -0.245252 3.550728 -1.613432 0.0 0.0 0.0
C -2.087797 3.373977 0.119446 0.0 0.0 0.0
H 4.966432 2.328255 -2.143245 0.0 0.0 0.0
H 4.269732 0.714525 -2.001917 0.0 0.0 0.0
H 3.217046 2.101296 -2.356181 0.0 0.0 0.0
H 5.963986 1.756663 0.220605 0.0 0.0 0.0
H 4.837734 1.564010 1.575891 0.0 0.0 0.0
H 4.981827 0.284808 0.364856 0.0 0.0 0.0
H 4.781132 3.966575 -0.355645 0.0 0.0 0.0
H 3.036033 3.979671 -0.636324 0.0 0.0 0.0
H 3.674361 3.744136 1.001866 0.0 0.0 0.0
H 1.043977 -2.235895 2.760248 0.0 0.0 0.0
H -0.161120 -1.957543 4.023849 0.0 0.0 0.0
H -0.660651 -1.935631 2.327421 0.0 0.0 0.0
H 2.519580 -0.393214 3.514308 0.0 0.0 0.0
H 1.805766 1.139515 4.051113 0.0 0.0 0.0
H 1.395660 -0.360127 4.881251 0.0 0.0 0.0
H -1.594958 0.529698 2.678552 0.0 0.0 0.0
H -1.107117 0.357031 4.383374 0.0 0.0 0.0
H -0.505477 1.707206 3.418202 0.0 0.0 0.0
H 1.127293 4.549729 0.527567 0.0 0.0 0.0
H -0.382248 5.444096 0.359394 0.0 0.0 0.0
H -0.148951 4.365541 1.742130 0.0 0.0 0.0
H 0.839255 3.537950 -1.747377 0.0 0.0 0.0
H -0.676571 2.757033 -2.219520 0.0 0.0 0.0
H -0.626632 4.510465 -1.968295 0.0 0.0 0.0
H -2.271679 3.145538 1.171780 0.0 0.0 0.0
H -2.498405 4.362431 -0.097041 0.0 0.0 0.0
H -2.599343 2.633752 -0.489433 0.0 0.0 0.0
O -1.546475 0.697863 -3.619051 0.1 -0.1 0.0
N -2.357063 0.733061 -2.733498 -0.1 0.3 0.0
O -1.864197 0.800927 -1.520708 0.2 -0.3 0.1
C -5.340987 1.596249 1.912165 0.0 0.0 0.0
C -5.105644 0.355162 1.083906 0.0 0.0 0.0
O -3.699752 0.067681 1.123328 0.0 0.0 0.0
P -3.104634 -1.291445 0.500055 0.0 0.2 0.1
O -1.594437 -0.978734 0.515883 -0.1 -0.1 -0.1
Te -4.215848 -2.080712 -1.379007 0.0 -0.1 0.0
O -3.356249 -2.377041 1.661641 0.1 -0.1 0.0
C -3.311096 -2.047131 3.057352 0.0 0.0 0.0
C -2.965871 -3.300899 3.825930 0.0 0.0 0.0
H -6.398668 1.861954 1.892032 0.0 0.0 0.0
H -4.766223 2.432016 1.512810 0.0 0.0 0.0
H -5.043220 1.435363 2.949330 0.0 0.0 0.0
H -5.401587 0.499545 0.043812 0.0 0.0 0.0
H -5.667563 -0.498804 1.472567 0.0 0.0 0.0
H -4.296038 -1.674727 3.350363 0.0 0.0 0.0
H -2.586969 -1.253491 3.240576 0.0 -0.1 0.0
H -3.704119 -4.079195 3.633429 0.0 0.0 0.0
H -2.951128 -3.092574 4.897234 0.0 0.0 0.0
H -1.985085 -3.675039 3.531851 0.0 0.0 0.0
```
Positions in Å, forces in eV/Å.

Löwdin population analysis, charges in e, atoms 1 to 6:
1 Ti 1.143
2 C -0.028
3 N -0.122
4 C -0.070
5 C -0.433
6 O 0.025